69
Properties=species:S:1:pos:R:3 method="wB97M-V/def2-TZVPD" total_energy_ev=-307264.67350 fmax_ev_per_a=0.39 multiplicity=2 orbital_gap_ev="6.73 / 5.39" relative_energy_kj_mol=0.00 e_lumo_ev="-0.18 / -1.58"
Ru -0.255 0.308 0.315
C -2.014 -1.034 3.350
C -2.339 -1.564 1.997
C -3.312 -2.525 1.693
C -3.319 -2.624 0.319
C -4.171 -3.475 -0.564
N -2.390 -1.777 -0.155
N -1.771 -1.131 0.870
B -2.130 -1.338 -1.607
N -2.472 0.162 -1.716
N -1.955 1.021 -0.804
C -2.648 2.152 -0.890
C -2.509 3.258 0.103
C -3.597 2.041 -1.916
C -3.458 0.761 -2.410
C -4.236 0.070 -3.480
N -0.666 -1.565 -1.945
N 0.314 -0.949 -1.226
C 1.477 -1.332 -1.758
C 2.829 -0.950 -1.280
C 1.236 -2.186 -2.840
C -0.129 -2.309 -2.929
C -0.926 -3.140 -3.879
H -2.916 -1.017 3.962
H -1.264 -1.638 3.860
H -1.648 -0.015 3.286
H -3.937 -3.060 2.388
H -4.781 -4.136 0.048
H -4.837 -2.869 -1.180
H -3.565 -4.086 -1.233
H -2.831 -1.959 -2.347
H -2.215 4.200 -0.359
H -3.471 3.420 0.593
H -1.781 3.003 0.873
H -4.313 2.785 -2.227
H -4.888 0.787 -3.975
H -3.579 -0.372 -4.229
H -4.854 -0.729 -3.068
H 3.406 -0.529 -2.104
H 2.796 -0.247 -0.462
H 3.347 -1.831 -0.903
H 1.980 -2.652 -3.464
H -1.147 -4.119 -3.449
H -1.871 -2.671 -4.144
H -0.349 -3.298 -4.789
Se 1.154 -0.794 2.061
Se 0.642 1.366 3.300
Se 2.591 1.889 4.154
Se 3.385 -0.852 2.236
C 2.849 2.254 0.255
P 1.214 1.960 -0.481
C 0.604 3.685 -0.372
C 1.511 1.858 -2.285
C 0.440 1.513 -3.111
C 0.601 1.447 -4.487
C 1.838 1.714 -5.057
C 2.910 2.054 -4.245
C 2.746 2.127 -2.868
H 3.470 1.370 0.355
H 2.664 2.623 1.264
H 3.374 3.036 -0.293
H -0.201 3.845 -1.085
H 1.421 4.366 -0.611
H 0.250 3.901 0.637
H -0.522 1.285 -2.675
H -0.241 1.176 -5.113
H 1.968 1.654 -6.131
H 3.879 2.259 -4.682
H 3.600 2.377 -2.252